1.
C38H48BN9O5PdS4 as an isolated structure at a distorted geometry. Source: the Open Molecules 2025 dataset; level of theory: the ωB97M-V functional and the def2-TZVPD basis.

Each line ends with the Mulliken spin population.
Geometry (Å):
Pd: 2.22291 0.95709 0.23355  0.87
C: -2.69168 2.70941 -1.13687  0.00
C: -2.17208 1.29590 -0.99908  0.00
C: -2.61933 0.15442 -1.50087  0.03
C: -2.16928 -1.19422 -1.07170  0.02
N: -0.96001 -1.19201 -0.50646  0.04
N: -0.36917 -0.05603 -0.13053  0.04
B: 0.69407 -0.13669 0.99440  0.16
N: 0.11884 0.61074 2.38054  0.14
N: -1.17738 0.44196 2.53934  0.13
C: -1.72840 1.00665 3.53973  -0.01
C: -0.99301 1.58450 4.61887  -0.04
C: 0.37375 1.57327 4.45370  0.01
C: 1.27547 2.05595 5.63921  0.00
C: 1.00349 1.13271 3.18532  -0.05
S: 2.56000 1.33016 2.77581  0.49
C: -3.28805 0.91760 3.43774  0.02
C: -3.90490 0.05396 4.55087  0.01
C: -3.91624 2.33072 3.31481  0.00
C: -3.71246 0.22373 2.16665  -0.01
N: 1.26513 -1.55980 1.41584  0.05
N: 0.53993 -2.02184 2.45813  0.13
C: 0.85873 -3.21426 3.10243  -0.02
C: 1.99659 -3.90362 2.63296  0.08
C: 2.74332 -3.40139 1.60764  -0.04
C: 4.05745 -4.07689 1.12904  0.01
C: 2.34839 -2.17010 1.04130  0.11
S: 3.40686 -1.14951 0.06219  0.12
C: -0.03650 -3.65660 4.25791  -0.01
C: -1.47811 -3.43628 3.81606  0.00
C: 0.12423 -5.15705 4.69462  0.00
C: 0.25647 -2.69228 5.40929  0.00
C: -0.86214 1.17934 -0.23032  0.02
S: 0.15210 2.59027 0.19497  0.57
C: -2.75427 -2.55440 -1.48790  0.00
C: -1.81742 -3.47979 -2.16699  0.00
C: -4.02968 -2.24582 -2.40985  0.00
C: -3.23605 -3.11718 -0.12000  0.00
H: -3.77980 2.55738 -1.09528  0.00
H: -2.52920 3.29697 -2.06238  0.00
H: -2.29438 3.41387 -0.36024  0.00
H: -3.53317 0.16835 -2.10266  0.00
H: -1.51279 1.66191 5.54457  0.00
H: 0.74919 3.02843 5.78794  0.00
H: 2.31622 2.18584 5.38635  -0.01
H: 1.54786 1.42644 6.51967  0.00
H: -3.83352 0.53404 5.51371  0.00
H: -3.28573 -0.87606 4.47083  0.00
H: -4.97398 -0.12735 4.35155  0.00
H: -3.78443 2.95424 4.16169  0.00
H: -4.93794 2.28683 3.05922  0.00
H: -3.35324 2.87162 2.52969  0.00
H: -3.27871 -0.80681 2.17050  0.00
H: -3.28717 0.70409 1.27330  0.01
H: -4.75838 0.26091 2.13953  0.00
H: 2.35037 -4.78503 3.24119  0.01
H: 4.30896 -4.77873 1.96875  0.00
H: 4.96214 -3.51987 1.09163  0.00
H: 3.96928 -4.69100 0.20002  0.00
H: -1.64494 -3.84133 2.81208  0.00
H: -1.76057 -2.36182 3.83591  0.00
H: -2.25451 -3.94531 4.39913  0.00
H: -0.47581 -5.84753 4.19906  0.00
H: -0.31702 -5.15011 5.69642  0.00
H: 1.20361 -5.32979 4.92237  0.00
H: 0.06194 -1.64216 5.11664  0.00
H: 1.35204 -2.70185 5.72136  0.00
H: -0.38869 -3.07504 6.22598  0.00
H: -1.07103 -3.07746 -2.91709  0.00
H: -2.50232 -4.18293 -2.67214  0.00
H: -1.13647 -4.12793 -1.52872  0.00
H: -3.86387 -2.13075 -3.47775  0.00
H: -4.59764 -1.36330 -2.05733  0.00
H: -4.74936 -3.00344 -2.17319  0.00
H: -2.44605 -3.02357 0.61743  0.00
H: -3.70502 -4.12885 -0.06647  0.00
H: -4.03404 -2.42727 0.09852  0.00
C: 3.87028 -0.86090 -3.97455  0.00
O: 3.74724 -0.82654 -2.50999  0.00
C: 3.11009 -1.70176 -1.74218  0.03
O: 2.48237 -2.65421 -2.08650  0.01
H: 4.84064 -0.36868 -4.07814  0.00
H: 3.08001 -0.29741 -4.48829  0.00
H: 3.86233 -1.90697 -4.26748  0.00
O: 4.28457 9.14653 -10.66609  0.00
S: 4.15856 8.22071 -9.59654  0.00
O: 3.02596 8.19857 -8.70612  0.00
O: 5.17333 7.22043 -9.45478  0.00
C: 3.61916 4.27949 -7.41599  0.98
N: 2.70036 5.29819 -7.87884  0.00
C: 1.65180 5.34045 -7.11813  0.04
C: 1.33791 4.35841 -6.12687  -0.05
C: 2.31819 3.37364 -5.82836  0.02
N: 3.47799 3.39173 -6.45589  -0.03
C: 2.17743 2.67915 -4.48209  0.01
C: 3.19187 2.89908 -3.56845  0.01
C: 3.11143 2.44235 -2.26134  -0.01
N: 2.05971 1.68347 -1.80992  0.13
C: 1.08922 1.40826 -2.70409  -0.01
C: 1.03054 1.84051 -4.01822  0.00
H: 0.81578 5.96670 -7.31333  0.00
H: 0.42604 4.39742 -5.50142  0.00
H: 4.12789 3.47970 -3.73523  0.00
H: 3.84796 2.59653 -1.51532  -0.01
H: 0.28126 0.71868 -2.38021  -0.01
H: 0.28667 1.53816 -4.74981  0.00

<S²> = 6.047
ΔE to the lowest compared entry with this formula, charge and spin = 313.81 kJ/mol
HOMO (alpha / beta) = -10.69 / -13.21 eV
Total charge = +2
Frontier orbital gap (alpha / beta) = 4.63 / 4.08 eV
LUMO (alpha / beta) = -0.22257 / -0.33575 hartree
Spin multiplicity = 5
Energy = -4090.458023 Eh



2.
C32H53CrNP2 as an isolated structure at a distorted geometry. Source: the Open Molecules 2025 dataset; level of theory: the ωB97M-V functional and the def2-TZVPD basis.

Each line ends with the Mulliken spin population.
Geometry (Å):
Cr: 1.13765 0.13039 -1.00551  3.66
C: -0.36966 -0.49200 0.54898  -0.01
C: -0.07295 -1.58925 -0.36050  -0.30
C: 1.84164 -1.12857 0.86538  -0.10
C: 0.77970 -0.30642 1.37854  -0.11
C: 1.28988 -1.98261 -0.15031  0.11
C: -1.74315 -0.04941 0.93377  0.05
H: -2.34131 0.21628 0.06113  -0.01
H: -1.68086 0.85607 1.53678  0.00
H: -2.32382 -0.79526 1.49789  -0.01
C: 0.76190 0.40217 2.67664  0.02
H: -0.12120 1.06098 2.75205  0.00
H: 1.69122 0.96815 2.85802  -0.01
H: 0.65820 -0.33386 3.49328  0.00
C: 3.13219 -1.31655 1.56043  -0.01
H: 3.01398 -1.91368 2.47347  -0.01
H: 3.54795 -0.35487 1.87474  0.00
H: 3.87306 -1.84703 0.94420  -0.01
C: 1.86409 -3.28544 -0.62209  0.01
H: 1.54936 -4.11215 0.03108  -0.01
H: 2.95579 -3.28422 -0.59557  0.00
H: 1.52935 -3.54459 -1.63545  0.00
C: -1.10100 -2.45915 -1.00115  0.01
H: -1.59551 -3.16473 -0.30661  0.00
H: -0.66656 -3.09233 -1.78639  0.00
H: -1.92006 -1.88309 -1.44884  0.00
C: -3.57720 2.13888 -2.00874  0.00
C: -4.57697 1.46320 -2.61818  0.00
C: -4.41298 0.32441 -3.56522  0.00
C: -3.59437 0.42588 -4.92434  0.00
C: -2.24368 -0.17495 -4.74778  0.00
C: -1.73888 -0.28592 -3.52375  0.02
C: -1.62289 0.71979 -2.43118  -0.15
C: -2.22063 2.13876 -2.61168  0.00
H: -5.43461 0.06791 -3.86697  0.00
H: -3.55777 1.45283 -5.32830  0.00
H: -4.05553 -0.55719 -3.01199  0.00
H: -2.16766 2.42513 -3.65913  0.00
H: -3.72832 2.87545 -1.20370  0.00
H: -5.59604 1.58426 -2.22174  0.00
H: -1.59311 2.86401 -2.07323  -0.01
H: -2.07646 0.17113 -1.59061  -0.01
H: -1.22989 -1.23408 -3.24698  0.00
H: -0.53917 0.88859 -2.11803  0.08
H: -4.20397 -0.15897 -5.64378  0.00
H: -1.68824 -0.64482 -5.57364  0.00
P: 0.37412 1.92405 -4.78114  0.01
C: 1.20296 3.58374 -5.09603  0.00
C: 0.42126 1.53301 -6.60377  0.00
P: 1.43406 -0.44441 -3.16550  -0.13
C: 1.86648 1.01908 -4.21727  0.01
C: 1.05130 -1.70387 -4.60569  0.00
C: 3.16735 -0.95500 -2.86272  0.09
H: 2.19519 3.67561 -4.63452  0.00
H: 0.54332 4.38934 -4.74978  0.00
H: 1.32948 3.79517 -6.16834  0.00
H: 0.82399 2.38335 -7.17527  0.00
H: -0.60299 1.44195 -6.97188  0.00
H: 1.01956 0.67024 -6.92601  0.00
H: 3.51449 -1.50620 -3.76358  0.01
H: 3.13930 -1.58966 -1.97428  -0.03
H: 3.74710 -0.04428 -2.68134  -0.01
H: 2.43810 1.69470 -3.56289  0.01
H: 2.49633 0.70800 -5.06558  0.00
H: 1.23082 -2.71149 -4.18235  0.00
H: 1.76178 -1.55826 -5.44973  0.00
H: 0.03419 -1.67243 -5.04412  0.00
C: -0.17618 4.73326 1.97894  0.00
N: 1.07399 4.02885 1.84400  0.00
C: 1.60613 3.60825 3.12916  0.00
C: 1.14491 3.13181 0.69006  0.05
C: 2.56977 2.77990 0.36742  -0.17
C: 3.51646 3.80120 0.63353  -0.02
C: 4.87432 3.48780 0.65502  0.02
C: 5.23903 2.15667 0.40446  -0.03
C: 4.26242 1.22653 -0.04173  -0.06
C: 2.90009 1.51452 -0.14043  0.07
H: -0.07830 5.51361 2.74397  0.00
H: -0.98960 4.05420 2.28049  0.00
H: -0.43259 5.17770 1.01484  0.00
H: 2.63893 3.23548 3.06480  0.00
H: 1.60164 4.48206 3.80505  0.00
H: 0.97393 2.84092 3.61570  0.00
H: 0.56844 2.19233 0.83804  0.01
H: 0.68069 3.69076 -0.14318  0.00
H: 3.15867 4.81093 0.90824  0.00
H: 5.63268 4.25886 0.86087  0.00
H: 6.28700 1.85217 0.54164  0.00
H: 4.66104 0.23824 -0.28064  -0.01

<S²> = 4.029
ΔE to the lowest compared entry with this formula, charge and spin = 0.00 kJ/mol
HOMO (alpha / beta) = -10.29 / -10.30 eV
Total charge = +1
Frontier orbital gap (alpha / beta) = 5.97 / 7.18 eV
LUMO (alpha / beta) = -0.15875 / -0.11459 hartree
Spin multiplicity = 4
Energy = -3032.601304 Eh